[1]
C16H19Cl2P2STi | ωB97M-V with the def2-TZVPD basis set

Summary:
ΔE to the lowest compared entry with this formula, charge and spin in eV: 0.028
Multiplicity: 1
Net charge: +3
Electronic energy in Eh: -3470.79190
Gap between HOMO and LUMO in eV: 6.0

Geometry as XYZ:
```
41
Properties=species:S:1:pos:R:3:forces:R:3
Ti 0.42532 0.00001 -0.87361 -0.25 -0.01 0.05
Cl 1.44615 -0.07774 -3.01700 -0.16 -0.02 -0.49
C -0.03526 -0.18147 -4.11569 0.55 0.03 0.37
C 0.22525 -0.28180 -5.44666 -0.31 -0.01 -0.02
C -0.91059 -0.35505 -6.27362 0.16 0.00 -0.05
C -2.18564 -0.32671 -5.75203 -0.04 0.00 0.09
C -2.39271 -0.22420 -4.37280 -0.10 0.00 -0.09
Cl -3.97853 -0.19028 -3.74707 0.02 0.00 0.02
C -1.29354 -0.14804 -3.51391 0.04 -0.01 -0.12
S -1.54999 -0.01480 -1.77922 0.17 0.01 0.08
H 1.22733 -0.30192 -5.85181 0.01 0.00 0.00
H -0.76986 -0.43371 -7.34384 0.00 0.00 0.00
H -3.04690 -0.38315 -6.40422 0.00 0.00 0.00
C 1.64299 2.95968 0.67795 -0.02 0.05 0.11
P 0.33363 1.74284 0.94807 -0.05 -0.20 -0.15
C -1.23621 2.62391 1.05043 0.02 0.04 0.09
C 0.64554 0.81930 2.46278 0.02 0.14 0.11
C 0.87796 1.54852 3.62820 0.02 -0.03 0.03
C 1.10401 0.89232 4.83130 0.00 0.01 -0.02
C 1.09915 -0.49435 4.87987 0.00 -0.01 -0.02
C 0.86737 -1.23191 3.72600 0.01 0.04 0.02
C 0.63925 -0.58510 2.51211 0.02 -0.13 0.12
P 0.31318 -1.60962 1.06661 -0.06 0.19 -0.18
C 1.60623 -2.86026 0.88694 -0.03 -0.04 0.11
C -1.26791 -2.46041 1.23335 0.02 -0.04 0.11
H 1.60970 3.67203 1.50713 0.04 0.02 -0.03
H 1.46920 3.51230 -0.24641 -0.01 -0.01 -0.01
H 2.62900 2.49553 0.66408 0.00 -0.02 0.00
H -1.18872 3.29622 1.91141 -0.02 0.01 -0.02
H -2.06601 1.93287 1.19468 0.01 -0.02 -0.01
H -1.39319 3.21422 0.14726 -0.01 0.00 0.00
H 0.88736 2.63232 3.61770 -0.01 0.00 -0.02
H 1.28552 1.46717 5.72976 0.00 0.00 0.00
H 1.27704 -1.00586 5.81655 0.00 0.00 0.00
H 0.86783 -2.31376 3.79204 -0.01 0.00 -0.02
H 1.56275 -3.51062 1.76510 0.04 -0.02 -0.03
H 2.59842 -2.41170 0.84100 0.00 0.02 -0.01
H 1.42554 -3.47585 0.00467 -0.01 0.01 -0.01
H -1.22850 -3.06964 2.14044 -0.03 -0.01 -0.02
H -1.43413 -3.11178 0.37497 -0.01 0.00 0.00
H -2.08801 -1.74952 1.32749 0.01 0.02 -0.01
```
Forces are in eV/Å.

[2]
C34H22BrN8S6Sr | ωB97M-V with the def2-TZVPD basis set

Summary:
ΔE to the lowest compared entry with this formula, charge and spin in eV: 0.656
Multiplicity: 1
Net charge: -1
Electronic energy in Eh: -6740.94826
Gap between HOMO and LUMO in eV: 5.2

Geometry as XYZ:
```
72
Properties=species:S:1:pos:R:3:forces:R:3
Sr -0.09636 -0.54292 -0.09782 -0.11 0.67 -0.49
C 1.07898 -2.40182 -4.60542 0.26 0.00 -1.07
C 0.88348 -1.35645 -5.50253 -0.39 0.06 1.70
C 0.32583 -0.18852 -4.99409 0.10 0.23 -1.57
C -0.16350 -0.11006 -3.69985 -0.86 -0.66 0.14
N -0.09797 -1.18687 -2.92645 1.20 -0.17 0.72
C 0.64015 -2.25730 -3.34228 -1.57 1.21 2.07
C -1.01700 1.03279 -3.19651 0.60 0.78 -1.36
C -1.67985 1.86308 -4.10494 -0.17 0.30 -1.55
C -2.59768 2.82625 -3.67146 0.85 -0.78 0.68
C -2.81187 2.88506 -2.30142 0.60 -0.94 -0.72
C -2.00881 2.11738 -1.45649 -0.46 0.77 -0.39
N -1.08259 1.28016 -1.90100 -0.33 -1.07 0.59
H 1.51341 -3.34268 -4.86217 0.42 -0.31 -0.39
H 1.14394 -1.49834 -6.51765 0.27 0.28 -0.90
H 0.17623 0.62380 -5.69270 0.13 0.19 0.16
H 0.80581 -2.97034 -2.54699 0.03 -0.36 -0.08
H -1.49496 1.76283 -5.19987 -0.23 -0.09 1.06
H -3.14044 3.49866 -4.32557 0.08 -0.28 -0.18
H -3.65715 3.40880 -1.97342 -0.75 0.97 1.00
H -2.11989 2.18525 -0.38698 0.07 0.09 0.05
S 7.50428 -2.58656 0.26710 -0.79 0.78 -0.35
C 5.91528 -2.06794 -0.05447 0.35 -0.98 -0.07
S 4.63294 -3.20265 0.07635 -0.27 0.37 0.11
C 3.28598 -2.12081 -0.21721 -0.83 0.24 0.07
C 3.64113 -0.82597 -0.55130 -2.66 -0.93 0.63
S 2.59541 0.65156 -0.68533 0.63 -1.18 0.00
S 5.29290 -0.56636 -0.59518 2.51 0.85 0.06
S 1.66180 -2.83777 0.13382 1.77 0.41 -0.76
Br 2.88865 1.17636 6.77126 -0.02 -0.34 -0.13
C 2.04937 0.08796 5.45272 0.26 -0.35 -1.31
C 0.84136 -0.54410 5.73565 0.40 -0.26 -1.16
C 0.12489 -1.19201 4.71783 0.65 -0.11 -0.57
C 0.64888 -1.18812 3.40102 -1.90 -0.52 0.27
C 1.86700 -0.59481 3.15773 0.57 -0.50 -0.45
C 2.62118 -0.03141 4.15381 -1.14 0.64 1.83
N -0.10317 -1.71858 2.25905 0.03 -0.32 1.60
C -0.65623 -2.86726 2.36810 1.08 0.79 0.26
C -1.34945 -3.48195 1.22029 -0.10 0.42 0.52
C -2.13539 -4.58251 1.45237 -1.02 -1.84 0.57
C -2.88455 -5.12067 0.40984 -0.87 -0.26 -0.57
C -2.77188 -4.53196 -0.85518 -0.63 -0.11 1.16
C -2.01651 -3.37169 -0.97336 0.25 -0.77 0.93
N -1.29352 -2.87058 0.04482 -0.92 -0.05 -1.06
H 0.50300 -0.61297 6.73424 -0.46 0.25 0.87
H -0.79863 -1.73305 4.95872 0.33 0.40 -0.19
H 2.31716 -0.67247 2.18533 -0.05 0.05 -0.53
H 3.57879 0.37245 3.91336 0.46 0.30 0.04
H -0.52706 -3.46662 3.28616 -0.22 0.11 -0.37
H -2.21538 -5.05823 2.44998 0.21 0.60 -0.62
H -3.68962 -5.91504 0.51284 1.49 0.86 0.26
H -3.44030 -4.92030 -1.61560 0.39 0.31 -0.33
H -2.04082 -2.85606 -1.90375 0.37 0.62 -0.50
N -2.73857 -0.05965 0.63748 1.97 -1.17 0.65
C -3.76999 0.40961 0.42583 0.22 0.39 -0.17
N -4.87080 0.91098 0.07319 -2.11 0.88 -0.37
C -5.16045 2.18961 0.22370 -0.11 0.69 -0.03
N -5.48471 3.31285 0.28611 0.30 -1.01 -0.05
S -0.32850 3.44190 3.20076 -0.57 -1.02 0.42
C -0.72497 2.05138 2.20449 -0.61 -0.07 1.44
N -0.22810 2.01913 1.04534 0.31 0.07 -1.26
C 0.47874 3.17235 0.77731 0.56 0.35 0.24
C 1.00873 3.49004 -0.48541 0.99 0.69 1.18
C 1.77725 4.65407 -0.52971 -0.58 0.80 0.79
C 1.91286 5.54061 0.61195 -1.56 -3.13 -0.91
C 1.26928 5.23335 1.80703 0.75 0.60 0.15
C 0.60502 4.02831 1.91746 -0.20 -0.21 -2.33
H -1.38644 1.25504 2.49461 -0.17 -0.10 0.63
H 0.95031 2.77493 -1.30102 -0.11 0.28 0.08
H 2.20998 4.98461 -1.47283 0.12 -0.23 0.24
H 2.54622 6.34620 0.48073 0.92 1.77 0.03
H 1.28692 5.86602 2.69758 0.28 0.10 -0.44
```
Forces are in eV/Å.

[3]
C5H9N3 | ωB97M-V with the def2-TZVPD basis set

Summary:
SMILES: N[C@@H]1C=NN2C[C@H]2C1
ΔE to the lowest compared entry with this formula, charge and spin in eV: 7.013
Multiplicity: 1
Net charge: 0
Electronic energy in Eh: -359.93955
Gap between HOMO and LUMO in eV: 9.4

Geometry as XYZ:
```
17
Properties=species:S:1:pos:R:3:forces:R:3
N -0.30337 2.50207 0.47085 1.37 -2.15 5.12
C -0.14042 1.22671 -0.15717 2.45 1.58 -1.97
C -1.32825 0.35061 -0.43129 -1.96 4.70 1.39
N -1.38783 -0.85352 -0.58170 -0.16 -5.84 -0.92
N -0.08089 -1.35928 -0.59765 4.21 0.42 0.45
C 1.15165 -2.06527 0.11955 0.54 -2.31 0.23
C 0.63282 -0.82964 0.63307 -0.30 -0.25 -0.82
C 1.18225 0.53220 0.34856 -0.12 -3.43 -3.83
H -0.32347 2.23661 1.55999 -0.78 1.91 -3.05
H -0.98962 3.08073 0.07993 -1.42 0.75 0.08
H 0.20672 1.60322 -1.11550 -0.29 -0.68 -0.98
H -2.34631 0.80092 -0.50161 0.94 0.28 0.16
H 1.26044 -3.02524 0.73318 -1.23 1.21 -0.76
H 2.14092 -2.03511 -0.46318 -2.02 0.31 0.02
H -0.19911 -1.01571 1.27171 0.12 0.49 1.88
H 1.88815 1.00002 1.01528 -0.25 0.47 0.26
H 1.77859 0.04201 -0.69656 -1.11 2.56 2.74
```
Forces are in eV/Å.

[4]
C22H54N3O11SSi | ωB97M-V with the def2-TZVPD basis set

Summary:
Multiplicity: 1
Net charge: -1
Electronic energy in Eh: -2550.10090
Gap between HOMO and LUMO in eV: 6.1

Geometry as XYZ:
```
92
Properties=species:S:1:pos:R:3:forces:R:3
O 2.35604 1.81352 2.19690 -0.28 -0.13 -0.51
C 2.89858 2.88015 1.80808 -0.31 -0.54 0.59
O 3.89066 3.43016 2.29824 0.78 0.59 0.18
Si 2.14472 3.79932 0.31440 -0.13 -0.76 0.45
C 2.38145 2.80344 -1.29685 -0.54 0.84 -0.25
C 2.32880 3.77510 -2.51266 0.75 -0.66 0.55
C 3.64276 3.96674 -3.29300 -1.34 0.64 0.60
S 5.13864 4.25948 -2.37269 1.63 -0.48 -1.37
O 6.11534 4.59931 -3.36281 0.02 0.64 -0.65
O 5.52229 3.17157 -1.55464 -0.66 -0.32 1.12
O 4.89726 5.56961 -1.49689 -0.56 -0.59 -0.02
H 2.65581 5.19062 0.18755 0.10 0.03 -0.28
H 0.66727 3.94725 0.46525 -0.06 0.11 -0.17
H 1.49796 2.17201 -1.36656 0.01 -0.19 0.14
H 3.24596 2.15136 -1.28861 0.28 0.06 0.03
H 1.59828 3.39026 -3.21540 -0.19 0.23 -0.31
H 2.01129 4.75382 -2.16047 -0.28 0.19 -0.15
H 3.79852 3.14841 -3.98037 0.62 -0.36 0.12
H 3.51309 4.85465 -3.90698 0.27 0.17 -0.23
H 4.18356 6.06562 -1.91782 -0.08 0.30 0.19
C -3.23036 -1.84530 -4.92587 0.01 0.03 0.18
O -2.57266 -2.76473 -4.07979 -0.05 0.08 -0.24
C -1.49919 -3.47304 -4.68746 0.09 -0.28 0.22
C -0.14743 -2.98970 -4.19984 -0.10 0.25 -0.01
N 0.16580 -1.65811 -4.70155 -0.02 0.02 0.11
C 1.29015 -0.99349 -4.03742 -0.08 0.01 -0.23
C 1.25207 -0.78746 -2.52616 0.23 0.01 0.06
O 0.31271 0.16659 -2.07258 -0.08 -0.10 -0.05
C -1.02538 -0.27952 -2.00466 -0.04 0.25 -0.02
H -4.16785 -1.56885 -4.44507 0.00 -0.04 0.03
H -2.64674 -0.92905 -5.06675 -0.01 0.00 -0.13
H -3.45155 -2.28472 -5.90304 0.02 0.01 -0.03
H -1.56765 -3.43692 -5.77925 0.01 0.14 -0.01
H -1.61293 -4.51756 -4.38422 0.01 -0.01 -0.03
H 0.62096 -3.69002 -4.54238 0.02 0.00 0.02
H -0.16891 -3.02423 -3.10374 0.01 -0.14 0.02
H -0.64923 -1.06831 -4.61380 -0.04 -0.01 0.04
H 1.39037 -0.00970 -4.50287 0.05 0.01 0.02
H 2.20083 -1.54922 -4.28499 0.02 -0.03 0.08
H 2.22817 -0.38984 -2.23645 -0.01 0.03 0.01
H 1.13833 -1.72833 -1.97400 -0.14 -0.01 -0.12
H -1.09874 -1.32583 -1.69523 -0.01 -0.02 -0.11
H -1.53814 -0.13708 -2.96129 -0.07 -0.17 -0.02
H -1.54203 0.33612 -1.26895 0.09 0.02 0.04
C -4.59649 -0.71433 4.02541 0.11 -0.03 -0.14
O -5.10913 -0.52844 2.72090 -0.04 0.03 0.24
C -6.08273 0.49906 2.59977 -0.14 -0.05 -0.31
C -5.53077 1.72635 1.90031 0.21 -0.02 0.15
N -4.57400 2.44129 2.73264 0.07 -0.05 -0.10
C -3.76408 3.44116 2.03263 -0.14 0.03 0.20
C -2.91545 3.01288 0.83794 0.08 0.14 -0.12
O -1.80388 2.20811 1.15430 -0.12 -0.04 -0.09
C -2.07943 0.84475 1.39206 0.25 0.03 0.10
H -4.07467 -1.67000 4.03974 -0.02 -0.01 -0.05
H -3.87333 0.06215 4.29502 -0.05 0.03 0.11
H -5.39618 -0.73711 4.77165 -0.01 0.03 0.01
H -6.51733 0.75337 3.57158 0.12 0.04 0.06
H -6.88359 0.08783 1.97786 -0.03 0.02 0.02
H -6.36174 2.39702 1.65679 0.00 0.01 -0.02
H -5.08612 1.38528 0.95712 -0.11 -0.03 -0.07
H -3.94978 1.77866 3.17009 0.01 -0.05 -0.01
H -3.09054 3.87368 2.77529 0.03 0.03 -0.04
H -4.43291 4.24771 1.71051 0.00 -0.02 -0.08
H -2.49703 3.92540 0.40504 0.04 0.00 0.03
H -3.51253 2.54941 0.03988 -0.07 -0.11 0.09
H -2.87487 0.46246 0.74376 -0.09 0.02 0.06
H -2.33836 0.67087 2.44040 -0.13 -0.11 -0.02
H -1.16661 0.28401 1.19105 0.01 0.12 -0.03
C 3.68202 -4.45701 4.35411 -0.20 0.06 0.05
O 3.10742 -3.19180 4.58276 0.21 -0.16 -0.09
C 3.73529 -2.11521 3.87500 -0.13 0.33 0.11
C 2.89200 -1.61299 2.72504 0.10 -0.14 -0.10
N 2.83039 -2.58020 1.62916 -0.18 -0.08 0.11
C 1.79360 -2.29803 0.63890 0.31 -0.09 -0.05
C 0.34132 -2.16974 1.08633 -0.08 0.16 -0.15
O -0.27551 -3.38015 1.50203 0.00 0.00 0.02
C 0.04815 -3.79969 2.81174 -0.10 -0.14 -0.10
H 3.30646 -5.13486 5.12154 0.00 0.03 0.03
H 3.39467 -4.86825 3.37883 0.13 -0.03 -0.04
H 4.77381 -4.42216 4.41984 0.02 -0.02 -0.04
H 4.74040 -2.39521 3.54487 -0.04 -0.13 -0.06
H 3.83905 -1.29894 4.59219 0.02 0.02 -0.02
H 3.31731 -0.67762 2.35282 -0.14 0.10 0.05
H 1.89904 -1.38639 3.12788 0.04 0.17 0.06
H 2.67714 -3.50600 2.00376 -0.05 -0.01 0.04
H 1.84246 -3.10112 -0.10433 -0.05 0.02 -0.03
H 2.07018 -1.37375 0.12205 -0.08 0.07 0.12
H -0.23059 -1.84002 0.21346 0.02 -0.06 0.06
H 0.20556 -1.39073 1.84459 0.13 -0.08 0.09
H 0.16014 -2.95752 3.49852 0.10 0.02 -0.01
H 0.95794 -4.40566 2.81925 0.08 0.08 0.14
H -0.76555 -4.43260 3.17063 -0.05 0.04 -0.06
```
Forces are in eV/Å.